(one)
Formula: C23H32N4O2
Source: the Open Molecules 2025 dataset
Level of theory: ωB97M-V/def2-TZVPD

Summary:
LUMO level	0.754	eV
total charge	0
HOMO level	-8.02	eV
orbital gap	8.77	eV

Atoms and positions in Å:
1 C -3.85 0.22 -1.82
2 C -3.03 -0.89 -1.25
3 C -2.06 -1.52 -2.02
4 C -1.28 -2.52 -1.48
5 C -1.44 -2.90 -0.16
6 C -2.38 -2.26 0.64
7 C -2.51 -2.60 2.11
8 N -1.70 -1.82 3.04
9 C -2.10 -0.46 3.29
10 C -1.53 0.58 2.31
11 N -0.10 0.44 2.21
12 C 0.84 1.41 2.27
13 O 2.03 1.16 2.15
14 C 0.37 2.84 2.49
15 C -0.39 3.42 1.28
16 C -0.25 2.55 0.09
17 N -1.20 1.98 -0.58
18 N -0.61 1.24 -1.55
19 C 0.66 1.40 -1.43
20 C 1.74 0.73 -2.20
21 C 2.28 -0.43 -1.36
22 C 3.42 -1.13 -2.10
23 C 4.53 -0.15 -2.43
24 C 3.99 1.00 -3.28
25 C 2.86 1.72 -2.54
26 O 0.96 2.23 -0.41
27 C 0.31 -0.92 1.88
28 C -0.27 -1.91 2.90
29 C -3.19 -1.28 0.07
30 H -4.09 0.03 -2.87
31 H -3.28 1.14 -1.77
32 H -4.78 0.35 -1.27
33 H -1.92 -1.22 -3.05
34 H -0.54 -3.02 -2.09
35 H -0.82 -3.68 0.26
36 H -2.22 -3.65 2.26
37 H -3.55 -2.49 2.43
38 H -3.19 -0.39 3.29
39 H -1.74 -0.20 4.30
40 H -1.80 1.58 2.66
41 H -1.97 0.44 1.31
42 H -0.24 2.91 3.39
43 H 1.28 3.42 2.66
44 H 0.01 4.41 1.04
45 H -1.46 3.52 1.47
46 H 1.29 0.34 -3.12
47 H 2.65 -0.03 -0.41
48 H 1.48 -1.13 -1.15
49 H 3.81 -1.94 -1.48
50 H 3.03 -1.57 -3.02
51 H 4.95 0.25 -1.51
52 H 5.33 -0.66 -2.97
53 H 4.78 1.71 -3.50
54 H 3.61 0.61 -4.22
55 H 3.24 2.14 -1.61
56 H 2.47 2.53 -3.15
57 H 1.40 -0.95 1.90
58 H -0.04 -1.15 0.88
59 H 0.00 -2.93 2.61
60 H 0.17 -1.70 3.88
61 H -3.95 -0.80 0.68

(two)
Formula: C23H32N4O2
Source: the Open Molecules 2025 dataset
Level of theory: ωB97M-V/def2-TZVPD

Summary:
LUMO level	0.671	eV
total charge	0
HOMO level	-7.97	eV
orbital gap	8.64	eV

Atoms and positions in Å:
1 C -6.48 3.24 3.95
2 C -5.14 2.54 3.78
3 O -4.26 3.46 3.17
4 C -2.98 3.07 2.92
5 C -2.44 1.82 3.20
6 C -1.12 1.54 2.89
7 C -0.30 2.50 2.30
8 N 1.03 2.18 2.03
9 C 1.84 2.52 0.97
10 O 3.01 2.19 0.96
11 N 1.25 3.26 -0.01
12 C 1.90 3.38 -1.29
13 C 1.27 2.45 -2.33
14 N 1.05 1.13 -1.79
15 C 2.28 0.36 -1.63
16 C 1.97 -0.95 -0.92
17 N 1.00 -1.71 -1.70
18 C 0.90 -3.08 -1.39
19 C -0.19 -3.61 -0.71
20 C -0.26 -4.96 -0.44
21 C 0.76 -5.80 -0.83
22 C 1.86 -5.30 -1.53
23 C 2.95 -6.23 -1.96
24 C 1.92 -3.94 -1.83
25 C 3.05 -3.41 -2.66
26 C -0.22 -0.95 -1.81
27 C 0.09 0.35 -2.55
28 C -0.83 3.76 2.05
29 C -2.15 4.04 2.34
30 H -7.19 2.57 4.42
31 H -6.36 4.12 4.58
32 H -6.87 3.55 2.99
33 H -4.75 2.23 4.75
34 H -5.26 1.65 3.14
35 H -3.04 1.05 3.66
36 H -0.72 0.56 3.12
37 H 1.46 1.50 2.65
38 H 0.24 3.23 -0.05
39 H 2.96 3.14 -1.14
40 H 1.83 4.42 -1.65
41 H 1.89 2.44 -3.24
42 H 0.29 2.86 -2.61
43 H 2.98 0.93 -1.02
44 H 2.74 0.16 -2.61
45 H 2.88 -1.53 -0.80
46 H 1.57 -0.72 0.08
47 H -0.99 -2.96 -0.39
48 H -1.12 -5.36 0.09
49 H 0.72 -6.85 -0.60
50 H 2.97 -6.32 -3.05
51 H 2.80 -7.22 -1.54
52 H 3.92 -5.86 -1.64
53 H 3.25 -4.08 -3.50
54 H 3.97 -3.33 -2.08
55 H 2.80 -2.43 -3.05
56 H -0.95 -1.53 -2.38
57 H -0.65 -0.69 -0.83
58 H -0.83 0.93 -2.66
59 H 0.47 0.11 -3.56
60 H -0.20 4.54 1.65
61 H -2.56 5.02 2.15

Sorted by energy, starting with the most stable: (two), (one).